{"formula": "C35H31NOP", "method": "ωB97M-V/def2-TZVPD", "elements": ["P", "O", "N", "C", "C", "C", "C", "C", "C", "C", "C", "C", "C", "C", "C", "C", "C", "C", "C", "C", "C", "C", "C", "C", "C", "C", "C", "C", "C", "C", "C", "C", "C", "C", "C", "C", "C", "C", "H", "H", "H", "H", "H", "H", "H", "H", "H", "H", "H", "H", "H", "H", "H", "H", "H", "H", "H", "H", "H", "H", "H", "H", "H", "H", "H", "H", "H", "H", "H"], "coordinates": [[0.636, -1.911, -1.646], [3.143, -1.323, -0.399], [-1.100, 2.878, 2.162], [2.722, -5.414, -2.299], [0.698, 6.164, 2.558], [-1.015, 2.836, 4.466], [2.613, -4.265, -4.412], [0.950, -0.446, -2.655], [-0.442, 4.073, 2.600], [1.507, 2.004, -3.847], [1.900, -3.226, -3.806], [0.380, 5.020, 4.687], [-1.539, -3.136, -2.958], [2.250, -0.174, -3.104], [1.996, -4.387, -1.688], [2.186, -1.355, 0.415], [-3.821, -3.003, -2.141], [2.484, -1.442, 1.900], [-1.877, 1.077, 5.848], [-0.336, 4.026, 4.010], [-3.385, -2.274, -1.028], [-1.545, 2.174, 3.325], [0.007, 5.151, 1.860], [2.521, 1.048, -3.725], [-2.351, 1.605, 0.461], [-1.260, 2.510, 0.882], [-2.309, 1.031, 3.440], [-0.069, 0.508, -2.781], [-2.472, 0.477, 4.721], [3.037, -5.360, -3.659], [0.803, -1.328, 0.021], [-1.100, -2.388, -1.850], [-2.027, -1.980, -0.878], [0.906, 6.082, 3.948], [1.602, -3.255, -2.429], [-2.898, -3.435, -3.102], [-1.151, 2.269, 5.740], [0.217, 1.741, -3.366], [-0.821, -3.483, -3.703], [3.042, -6.270, -1.706], [-3.236, -4.010, -3.969], [-0.676, 2.774, 6.586], [0.512, 4.923, 5.761], [2.914, -0.497, 2.266], [-3.057, -0.429, 4.842], [1.723, 2.965, -4.316], [-4.881, -3.238, -2.255], [-4.092, -1.927, -0.271], [1.477, 6.859, 4.456], [1.582, -2.379, -4.417], [3.050, -0.900, -2.950], [-1.988, 0.612, 6.824], [-1.692, -1.434, 0.001], [3.602, -6.164, -4.132], [3.529, 1.243, -4.096], [3.236, -2.230, 2.040], [1.090, 7.021, 2.025], [1.598, -1.699, 2.498], [-3.267, 1.840, 1.011], [-0.854, 3.226, 0.165], [2.836, -4.210, -5.477], [-1.072, 0.285, -2.410], [0.079, -1.654, 0.771], [-2.780, 0.592, 2.560], [-2.548, 1.861, -0.594], [-0.574, 2.490, -3.435], [-2.148, 0.522, 0.497], [-0.182, 5.200, 0.788], [1.735, -4.463, -0.630]], "nbo_charge": [1.5676, -0.6791, -0.2613, -0.2244, -0.1825, 0.0400, -0.2117, -0.4165, 0.1811, -0.1944, -0.1929, -0.1614, -0.1882, -0.0966, -0.1041, 0.5204, -0.1880, -0.7010, -0.1642, -0.0887, -0.2113, 0.0704, -0.2222, -0.2268, -0.7199, 0.3215, -0.1894, -0.1918, -0.1928, -0.1794, -0.9451, -0.3000, -0.2190, -0.1705, -0.4125, -0.2029, -0.1852, -0.2308, 0.2336, 0.2250, 0.2300, 0.2351, 0.2327, 0.2293, 0.2389, 0.2213, 0.2268, 0.2130, 0.2398, 0.2286, 0.2420, 0.2383, 0.2073, 0.2271, 0.2274, 0.2394, 0.2393, 0.2000, 0.2610, 0.2280, 0.2260, 0.2112, 0.2225, 0.2283, 0.2645, 0.2103, 0.2832, 0.2271, 0.2163], "fmax_ev_per_a": 3.5, "charge": 1, "homo_lumo_gap_ev": 4.986}

---

{"formula": "C32H61BNO14P", "method": "ωB97M-V/def2-TZVPD", "elements": ["P", "O", "O", "O", "O", "O", "O", "O", "O", "O", "O", "O", "O", "O", "O", "N", "C", "C", "C", "C", "C", "C", "C", "C", "C", "C", "C", "C", "C", "C", "C", "C", "C", "C", "C", "C", "C", "C", "C", "C", "C", "C", "C", "C", "C", "C", "C", "C", "B", "H", "H", "H", "H", "H", "H", "H", "H", "H", "H", "H", "H", "H", "H", "H", "H", "H", "H", "H", "H", "H", "H", "H", "H", "H", "H", "H", "H", "H", "H", "H", "H", "H", "H", "H", "H", "H", "H", "H", "H", "H", "H", "H", "H", "H", "H", "H", "H", "H", "H", "H", "H", "H", "H", "H", "H", "H", "H", "H", "H", "H"], "coordinates": [[3.110, 3.737, 0.208], [-1.966, 0.117, -0.707], [-1.919, 4.374, 1.354], [2.123, 5.086, 0.291], [-0.170, -4.047, -1.423], [4.332, 2.519, -3.644], [-1.700, -7.022, -0.038], [4.414, 4.258, -0.658], [7.961, -1.700, -0.832], [5.075, 1.445, -1.666], [-4.778, 5.878, 0.808], [-3.128, 4.889, 7.437], [3.453, -3.239, -2.877], [-3.564, -3.034, 1.182], [0.691, 3.279, 1.839], [-2.375, 3.591, 3.664], [-3.686, 2.680, -0.013], [2.101, 2.558, -0.792], [-4.547, 1.522, -0.548], [10.243, -2.177, -0.171], [-4.379, 1.216, -2.066], [-2.154, 3.971, 2.582], [8.945, -2.727, -0.730], [-4.602, -0.294, -2.404], [-2.054, 4.117, 7.965], [1.689, 0.962, -2.598], [-3.983, 7.796, 2.058], [0.384, 0.766, -2.201], [-0.056, 1.460, -1.090], [0.762, 2.338, -0.392], [-2.720, -1.139, 2.440], [-5.050, 6.726, 1.921], [-1.489, 1.217, -0.599], [2.529, 1.824, -1.897], [4.441, -4.267, -2.781], [-3.806, -2.190, 2.306], [-1.945, -2.604, -2.170], [-0.794, 4.320, 7.146], [-0.731, -8.060, 0.045], [-2.174, 2.407, 0.032], [-1.068, -3.816, -2.532], [5.733, -3.701, -2.225], [0.127, 2.990, 0.817], [-1.373, 3.231, 0.693], [-3.489, -0.901, -3.295], [-3.230, -2.418, -3.027], [0.902, -3.124, -1.441], [0.576, -7.535, 0.610], [4.030, 1.927, -2.417], [-3.931, 5.444, 0.935], [4.600, -4.701, -3.774], [-2.346, 3.062, 7.970], [3.801, -2.559, -3.462], [-3.273, 4.600, 6.530], [-5.173, 1.776, -2.585], [10.995, -2.963, -0.082], [8.308, -1.021, -1.418], [-2.668, -0.533, 1.535], [-4.338, 0.582, -0.017], [-6.026, 7.179, 1.755], [-0.961, 4.021, 6.108], [0.588, -2.067, -1.473], [-5.610, 1.737, -0.366], [-2.712, -3.463, 1.314], [-0.577, -8.483, -0.954], [4.047, -5.043, -2.127], [-4.074, -2.772, -2.420], [-0.511, 5.373, 7.135], [-3.132, -2.977, -3.966], [2.073, 0.436, -3.472], [1.635, -3.292, -2.254], [-2.590, -0.284, -3.151], [4.203, 4.531, -1.566], [-5.537, -0.349, -2.984], [1.319, -8.331, 0.684], [-3.992, 2.817, 1.040], [2.000, 5.396, -0.621], [1.454, -3.248, -0.496], [-3.859, -2.809, 3.207], [-1.741, -1.608, 2.568], [10.078, -1.737, 0.813], [-3.928, 8.398, 1.150], [-2.909, -0.485, 3.294], [-3.423, 1.602, -2.450], [-1.638, -4.746, -2.641], [-5.101, 6.115, 2.828], [6.116, -2.906, -2.869], [-2.165, -2.581, -1.095], [-1.140, -8.839, 0.688], [-1.327, -1.715, -2.349], [-2.998, 7.344, 2.203], [-0.428, -3.572, -3.394], [-3.930, 3.635, -0.501], [4.792, 0.681, -1.146], [4.548, 1.805, -4.256], [-4.193, 8.453, 2.904], [0.976, -6.739, -0.023], [-1.897, 4.435, 8.996], [-0.232, 0.077, -2.771], [6.497, -4.476, -2.137], [8.543, -3.499, -0.075], [-4.777, -1.718, 2.156], [5.565, -3.261, -1.242], [0.036, 3.736, 7.549], [-1.341, -6.338, -0.616], [10.638, -1.387, -0.815], [-4.783, -0.870, -1.486], [0.417, -7.108, 1.601], [9.105, -3.164, -1.721], [-3.761, -0.796, -4.356]], "lowdin_charge": [0.9058, 0.1296, 0.0764, -0.2652, -0.2199, 0.1437, -0.0852, -0.2622, -0.0965, 0.1762, -0.0894, -0.0920, -0.1178, -0.0890, 0.1299, 0.2094, -0.0956, -0.2073, -0.1846, -0.0926, -0.1891, -0.3115, -0.3318, -0.1869, -0.3261, -0.0089, -0.0871, 0.0069, -0.0637, -0.0778, -0.0827, -0.3101, -0.2364, -0.0875, -0.2947, -0.3121, -0.1825, -0.0969, -0.3227, -0.0159, -0.1925, -0.0968, -0.2584, -0.0976, -0.1986, -0.1622, -0.1157, -0.0926, -0.6378, 0.0324, 0.1105, 0.1066, 0.0842, 0.0660, 0.1071, 0.0744, 0.0816, 0.0427, 0.0943, 0.1115, 0.0485, 0.0710, 0.1199, 0.0793, 0.1071, 0.1166, 0.1082, 0.0748, 0.1061, 0.1254, 0.0611, 0.0733, 0.0640, 0.1071, 0.0708, 0.1231, 0.0615, 0.0973, 0.1084, 0.0785, 0.0774, 0.0758, 0.0769, 0.1014, 0.1212, 0.1087, 0.0718, 0.1078, 0.1092, 0.0566, 0.0676, 0.1233, 0.1287, 0.1177, 0.1080, 0.0758, 0.0650, 0.1080, 0.1115, 0.0767, 0.1121, 0.1092, 0.0772, 0.0719, 0.0567, 0.0731, 0.1055, 0.0751, 0.1068, 0.1062], "fmax_ev_per_a": 2.5, "smiles": "COCCCCCCCCC1=C(OC#N)C(=O)c2c(ccc(B(O)O)c2P(O)O)C1=O.CCO.CCO.CCO.CCO.CCO.CCO", "homo_lumo_gap_ev": 7.640}

---

{"formula": "C17H22N4O2S2W", "method": "ωB97M-V/def2-TZVPD", "elements": ["W", "S", "S", "O", "O", "N", "N", "N", "N", "C", "C", "C", "C", "C", "C", "C", "C", "C", "C", "C", "C", "C", "C", "C", "C", "C", "H", "H", "H", "H", "H", "H", "H", "H", "H", "H", "H", "H", "H", "H", "H", "H", "H", "H", "H", "H", "H", "H"], "coordinates": [[0.265, 0.651, -0.584], [2.182, 3.868, 2.077], [-2.777, 3.717, -2.007], [2.065, 0.891, -1.648], [-1.084, -0.373, 0.378], [0.913, 2.215, 0.643], [-2.165, -1.810, 1.791], [1.065, -1.360, -0.977], [-1.060, 2.180, -0.980], [-2.299, -2.421, 3.143], [-1.213, -0.997, 1.544], [-2.797, 0.939, -2.291], [-0.686, 3.479, -0.616], [-1.507, 4.433, -1.088], [0.976, -3.685, -1.527], [-2.181, 2.175, -1.740], [0.363, -2.497, -1.192], [2.419, -1.400, -1.154], [3.043, -0.042, -1.029], [2.359, -3.726, -1.644], [0.439, 3.495, 0.302], [2.478, 1.127, 2.312], [1.048, 4.498, 0.960], [3.095, -2.550, -1.464], [1.853, 2.287, 1.610], [-3.222, -2.186, 0.834], [-3.059, -1.704, -0.123], [3.102, 0.280, 0.007], [-1.456, -2.134, 3.765], [4.171, -2.541, -1.592], [-2.073, 0.365, -2.878], [-3.629, 1.174, -2.952], [-3.233, -2.066, 3.576], [-0.498, -0.773, 2.331], [-4.179, -1.883, 1.257], [-1.460, 5.504, -0.948], [0.372, -4.566, -1.704], [2.670, 1.386, 3.354], [-2.333, -3.502, 3.020], [2.107, 0.808, -2.620], [4.020, 0.097, -1.488], [3.449, 0.863, 1.890], [-3.181, 0.323, -1.475], [-3.209, -3.270, 0.730], [0.876, 5.563, 0.883], [2.863, -4.650, -1.902], [-0.713, -2.434, -1.091], [1.822, 0.255, 2.307]], "lowdin_spin": [1.6857, 0.0100, 0.0032, 0.0336, 0.0575, 0.0237, -0.0048, 0.0155, 0.0289, -0.0005, 0.0140, 0.0073, 0.0128, 0.0005, 0.0003, 0.0093, 0.0037, 0.0095, 0.0172, 0.0017, 0.0121, 0.0075, 0.0039, 0.0004, 0.0182, 0.0004, 0.0004, 0.0046, 0.0001, 0.0002, 0.0038, 0.0005, -0.0002, 0.0028, -0.0002, 0.0004, 0.0000, 0.0005, -0.0002, 0.0077, 0.0016, 0.0002, 0.0003, -0.0001, 0.0004, 0.0001, 0.0010, 0.0043], "fmax_ev_per_a": 1.5, "multiplicity": 3, "charge": 4, "homo_lumo_gap_ev": [5.959, 6.441]}

---

{"formula": "C5H8O", "method": "ωB97M-V/def2-TZVPD", "elements": ["O", "C", "C", "C", "C", "C", "H", "H", "H", "H", "H", "H", "H", "H"], "coordinates": [[0.017, 1.128, 1.665], [0.436, -1.757, -0.208], [-0.394, 1.620, 0.396], [0.836, 0.838, 0.534], [-1.134, 0.441, -0.246], [0.252, -0.258, -0.369], [1.874, 1.146, 0.614], [-0.519, 2.686, 0.237], [1.500, -2.018, -0.239], [0.640, 0.021, -1.356], [-0.042, -2.262, -1.055], [0.005, -2.161, 0.713], [-1.672, 0.590, -1.183], [-1.797, -0.013, 0.497]], "nbo_charge": [-0.4864, -0.6154, 0.0470, 0.0394, -0.4255, -0.2160, 0.1955, 0.1996, 0.2114, 0.1985, 0.2105, 0.2125, 0.2105, 0.2184], "fmax_ev_per_a": 0.4, "smiles": "C[C@H]1C[C@H]2O[C@@H]12", "homo_lumo_gap_ev": 10.885}